DFT (wB97M-V/def2-TZVPD) results for C29H30BrDyNSi as an isolated structure.

Properties
<S²> ... 9.3452
Max |F| ... 0.582 eV Å⁻¹
Highest occupied orbital energy (spin up / spin down) ... -10.8 / -10.8 eV
Gap between HOMO and LUMO (spin up / spin down) ... 7.965 / 7.846 eV
LUMO (spin up / spin down) ... -2.842 / -2.953 eV

The geometry in ORCA input format:
```
! RIJCOSX wB97M-V def2-TZVPD def2/J DEFGRID3
* xyz 1 6
Dy 0.280 -0.929 -0.931
Br 2.397 -2.571 -2.086
C 1.353 -4.191 -1.800
C 2.096 -5.327 -1.752
C 1.424 -6.563 -1.641
C 0.062 -6.590 -1.618
C -0.699 -5.395 -1.672
C -2.117 -5.440 -1.687
C -2.847 -4.292 -1.743
C -2.187 -3.041 -1.733
C -0.819 -2.909 -1.716
C -0.062 -4.125 -1.730
H 3.175 -5.293 -1.814
H 2.001 -7.477 -1.597
H -0.466 -7.535 -1.564
H -2.604 -6.408 -1.663
H -3.929 -4.333 -1.776
H -2.813 -2.151 -1.734
C 1.263 -0.756 1.223
Si 0.598 0.926 1.613
C 1.293 1.981 0.168
N 0.913 1.465 -1.194
C 1.986 1.721 -2.187
C 2.191 3.202 -2.475
C 0.843 3.908 -2.738
C -0.282 2.889 -2.908
C -0.395 2.030 -1.655
C -1.268 0.876 1.298
C -2.027 2.052 1.341
C -3.374 2.050 1.016
C -4.004 0.868 0.632
C -3.287 -0.316 0.608
C -1.934 -0.305 0.944
C 0.931 1.760 3.229
C 2.201 2.280 3.509
C 2.473 2.867 4.736
C 1.479 2.937 5.704
C 0.217 2.422 5.445
C -0.055 1.838 4.215
H 1.019 -1.511 1.976
H 2.356 -0.708 1.146
H 2.383 1.920 0.251
H 1.033 3.041 0.253
H 1.728 1.192 -3.109
H 2.904 1.267 -1.810
H 2.858 3.290 -3.333
H 2.708 3.666 -1.635
H 0.906 4.540 -3.622
H 0.597 4.569 -1.903
H -0.103 2.272 -3.792
H -1.240 3.383 -3.067
H -1.127 1.221 -1.838
H -0.814 2.623 -0.847
H -1.555 2.985 1.637
H -3.942 2.971 1.063
H -5.056 0.869 0.379
H -3.776 -1.248 0.354
H -1.426 -1.263 1.041
H 2.991 2.223 2.766
H 3.458 3.266 4.939
H 1.690 3.393 6.662
H -0.556 2.474 6.201
H -1.047 1.441 4.026
*
```